Computed, not measured: a molecular structure, C19H25N3OPdSSi2 at a distorted geometry, with ωB97M-V/def2-TZVPD.

## Properties
Charge: +2
E_tot (hartree): -2083.00950
LUMO energy (eV): -9.1
HOMO (eV): -14.8680
Largest force on an atom (eV Å⁻¹): 4.8

The geometry in XYZ format:
```
52
Properties=species:S:1:pos:R:3:mulliken_charge:R:1
Pd -0.457 0.707 -1.166 -0.03
C -1.645 3.472 1.105 -1.11
Si -0.335 2.155 0.721 0.52
C 1.244 2.510 1.715 -1.10
C -1.073 0.472 1.578 0.77
C -1.206 0.683 2.950 -0.65
C -1.672 -0.347 3.756 -0.86
C -2.012 -1.569 3.205 -0.84
C -1.890 -1.783 1.837 -0.66
C -1.410 -0.757 1.028 0.83
Si -1.316 -1.491 -0.900 0.68
C -3.102 -2.020 -1.252 -1.11
C -0.156 -2.983 -0.720 -1.09
H -1.665 3.651 2.181 0.41
H -2.646 3.191 0.789 0.34
H -1.394 4.416 0.617 0.44
H 0.977 3.074 2.611 0.42
H 1.951 3.121 1.151 0.46
H 1.758 1.602 2.020 0.36
H -0.950 1.634 3.399 0.29
H -1.768 -0.179 4.821 0.44
H -2.374 -2.373 3.831 0.44
H -2.166 -2.745 1.425 0.26
H -3.306 -2.963 -0.743 0.40
H -3.271 -2.187 -2.318 0.45
H -3.823 -1.280 -0.911 0.33
H -0.699 -3.801 -0.244 0.40
H 0.716 -2.748 -0.114 0.32
H 0.191 -3.347 -1.689 0.43
S -5.010 2.116 -1.692 -0.04
C -4.179 2.452 -3.151 -0.20
C -2.876 2.089 -3.048 -0.84
N -2.542 1.550 -1.834 0.50
C -3.571 1.504 -1.024 -0.62
H -4.686 2.885 -3.996 0.45
H -2.134 2.194 -3.824 0.41
H -3.521 1.104 -0.021 0.55
N 6.457 -1.453 0.189 -0.35
C 5.719 -1.701 -0.909 0.18
O 6.050 -2.415 -1.827 -0.55
C 4.344 -1.057 -0.951 0.86
C 3.807 -0.755 -2.195 -0.68
C 2.515 -0.269 -2.267 -0.55
N 1.766 -0.074 -1.178 0.30
C 2.270 -0.390 0.020 -0.66
C 3.553 -0.880 0.181 -1.12
H 7.382 -1.851 0.239 0.25
H 6.201 -0.774 0.882 0.19
H 4.384 -0.921 -3.094 0.51
H 2.060 -0.051 -3.225 0.50
H 1.616 -0.263 0.874 0.92
H 3.897 -1.155 1.168 0.45
```